Entry 1:
The following is a quantum chemistry calculation of a single C4H5NO molecule, from the OMol25 dataset.

Positions of all 11 atoms, in Å:
N 2.027 -0.119 0.192
C 0.649 -0.073 0.070
C -0.226 0.971 0.119
C -1.508 0.392 -0.107
C -1.333 -0.941 -0.199
O 0.011 -1.247 -0.109
H 2.450 -0.933 -0.233
H 2.466 0.737 -0.116
H -0.009 1.987 0.406
H -2.473 0.870 -0.184
H -2.053 -1.643 0.162

The value obtained for the total energy is -285.3817 Ha. Its net charge is 0. For the energy relative to the best compared isomer or geometry (same formula, charge and spin), the calculation gives 0.896 eV. The LUMO energy is 1.021 eV. Its SMILES is Nc1ccco1. As for the HOMO energy: -7.73 eV.

Mulliken atomic charge list, values in e, 2 entries: -0.530, 0.379

***

Entry 2:
The following is a quantum chemistry calculation of a molecular structure, C6H14N2O3, from the OMol25 dataset.

Positions of all 25 atoms, in Å:
C 2.337 -2.171 -1.876
C 1.958 -1.446 0.339
C 0.453 -1.641 0.328
C -0.258 0.916 0.435
C -1.651 1.203 0.769
C -1.664 2.977 2.510
H 1.082 -2.292 -1.818
H 2.729 -1.759 -2.697
H 2.962 -3.187 -1.711
H 2.091 -0.678 0.995
H 2.818 -2.217 1.027
H -0.210 -2.537 -0.365
H 0.165 -1.943 1.504
H 0.562 0.825 1.280
H 0.162 1.699 -0.225
H -1.939 0.654 1.681
H -2.237 1.179 0.001
H -1.863 1.903 3.173
H -2.381 3.787 3.153
H -0.348 3.499 2.627
N -0.382 -0.549 -0.167
N -0.417 -0.767 -1.537
O 2.731 -1.200 -0.755
O -1.930 2.636 1.174
O -1.432 -0.031 -1.884

The value obtained for the total energy is -571.8421 Ha. Its net charge is 0. For the energy relative to the best compared isomer or geometry (same formula, charge and spin), the calculation gives 10.937 eV. The LUMO energy is -0.579 eV. As for the HOMO energy: -9.60 eV.

Mulliken atomic charge list, values in e, 2 entries: -0.504, -0.433

***

Entry 3:
The following is a quantum chemistry calculation of 4 unconnected molecules or ions with the total composition C28H41F3IN3O6, from the OMol25 dataset.

Positions of all 82 atoms, in Å:
C 3.007 2.095 1.664
C 2.041 2.865 0.689
C 0.715 2.124 0.360
C 0.380 1.901 -0.945
C -0.914 1.128 -1.347
O -1.013 0.471 -2.354
C -2.103 1.279 -0.337
C -3.491 1.192 -0.733
C -4.611 1.355 0.221
C -6.037 1.262 -0.394
O -6.918 0.323 0.268
C -8.217 0.775 0.190
F -8.556 1.135 -1.098
F -9.025 -0.233 0.635
F -8.471 1.860 0.991
C -4.268 1.612 1.616
I -5.925 1.826 3.004
C -2.857 1.721 2.071
C -2.555 2.033 3.568
C -3.048 3.511 3.879
C -1.913 4.577 4.159
C -2.417 5.945 3.491
C -0.519 4.263 3.509
C -1.787 1.531 1.094
C -0.278 1.571 1.447
O 0.209 1.173 2.481
H 3.918 2.745 1.821
H 3.396 1.126 1.256
H 2.584 1.927 2.689
H 1.855 3.892 1.114
H 2.600 3.000 -0.281
H 1.028 2.270 -1.782
H -3.722 1.022 -1.816
H -5.930 0.935 -1.468
H -6.459 2.303 -0.428
H -3.223 1.341 4.162
H -1.515 1.799 3.884
H -3.621 3.879 2.980
H -3.813 3.452 4.704
H -1.877 4.740 5.271
H -2.007 6.853 3.996
H -2.111 5.929 2.403
H -3.544 5.961 3.474
H -0.054 3.368 4.007
H -0.539 4.189 2.395
H 0.163 5.124 3.778
C 1.994 -2.271 -1.617
N 3.293 -1.826 -1.150
C 4.466 -2.630 -1.454
C 3.446 -0.686 -0.441
O 4.506 -0.255 -0.019
H 1.777 -3.254 -1.191
H 2.010 -2.342 -2.707
H 1.214 -1.572 -1.316
H 4.944 -2.936 -0.523
H 5.174 -2.029 -2.028
H 4.185 -3.511 -2.027
H 2.494 -0.156 -0.268
C 6.845 -4.499 -6.096
N 7.144 -4.422 -4.680
C 8.426 -3.885 -4.259
C 6.266 -4.835 -3.735
O 6.459 -4.795 -2.536
H 7.587 -5.132 -6.586
H 6.882 -3.495 -6.526
H 5.853 -4.920 -6.260
H 8.961 -4.641 -3.682
H 8.260 -3.014 -3.622
H 9.020 -3.597 -5.126
H 5.325 -5.224 -4.160
C -2.722 -2.619 1.199
N -2.023 -3.395 0.192
C -2.019 -2.924 -1.180
C -1.374 -4.546 0.491
O -0.772 -5.237 -0.307
H -3.777 -2.543 0.926
H -2.286 -1.617 1.248
H -2.640 -3.091 2.178
H -2.471 -3.683 -1.823
H -0.988 -2.764 -1.501
H -2.578 -1.993 -1.264
H -1.438 -4.813 1.559

The value obtained for the total energy is -2304.4590 Ha. Its net charge is 0. The LUMO energy is -1.220 eV. Its SMILES is CCC1=CC(=O)c2cc(COC(F)(F)F)c(I)c(CCC(C)C)c2C1=O.CN(C)C=O.CN(C)C=O.CN(C)C=O. As for the HOMO energy: -9.03 eV.

Mulliken atomic charge list, values in e, 2 entries: -0.804, -0.848

***

Entry 4:
The following is a quantum chemistry calculation of a molecular structure, C46H52MnN14OS3, from the OMol25 dataset.

Positions of all 117 atoms, in Å:
Mn 0.028 -1.737 -1.057
C 4.933 -3.451 0.886
N 4.269 -2.413 0.125
C 4.625 -1.041 0.389
C 3.099 -2.615 -0.591
N 2.313 -1.704 -1.085
N 2.778 -3.959 -0.772
C 1.506 -4.472 -1.001
N 1.554 -5.825 -1.185
N 0.439 -3.779 -0.960
H 5.620 -3.008 1.593
H 5.464 -4.148 0.251
H 4.250 -4.022 1.525
H 5.700 -0.934 0.598
H 4.017 -0.640 1.202
H 4.424 -0.437 -0.491
H 2.638 -0.775 -0.823
H 3.417 -4.641 -0.453
H 2.351 -6.176 -1.685
H 0.673 -6.291 -1.331
H -0.342 -4.356 -1.255
N -0.308 0.104 -1.495
S 0.173 1.543 -1.358
N 0.807 2.075 0.024
S -0.096 2.186 1.284
N -1.078 1.040 1.584
S -0.663 -0.548 1.794
N 0.079 -1.332 0.802
C 0.127 -0.497 3.370
C -0.515 0.109 4.410
C 0.054 0.076 5.682
C 1.225 -0.610 5.873
C 1.903 -1.166 4.798
C 1.313 -1.174 3.533
C -2.282 -1.212 2.202
C -2.326 -2.275 3.085
C -3.521 -2.863 3.394
C -4.674 -2.376 2.795
C -4.643 -1.401 1.806
C -3.417 -0.787 1.541
C -1.143 3.590 1.282
C -2.500 3.389 1.178
C -3.312 4.471 1.014
C -2.780 5.764 0.941
C -1.417 5.961 1.058
C -0.610 4.869 1.203
C 1.114 2.528 2.503
C 0.758 3.139 3.687
C 1.723 3.282 4.689
C 3.019 2.859 4.426
C 3.374 2.276 3.232
C 2.440 2.085 2.252
C 1.484 1.903 -2.485
C 1.216 1.757 -3.826
C 2.110 2.150 -4.813
C 3.316 2.712 -4.436
C 3.628 2.811 -3.087
C 2.736 2.379 -2.097
C -1.048 2.721 -1.878
C -0.776 4.090 -1.876
C -1.728 4.960 -2.347
C -2.925 4.455 -2.840
C -3.219 3.100 -2.814
C -2.237 2.218 -2.346
H -1.489 0.573 4.292
H -0.438 0.584 6.491
H 1.713 -0.626 6.860
H 2.886 -1.607 4.959
H 1.777 -1.654 2.683
H -1.408 -2.594 3.591
H -3.534 -3.608 4.200
H -5.621 -2.789 3.068
H -5.571 -1.120 1.338
H -3.349 -0.005 0.783
H -2.919 2.390 1.277
H -4.396 4.415 0.976
H -3.427 6.582 0.741
H -1.063 6.971 0.977
H 0.458 5.098 1.310
H -0.268 3.498 3.848
H 1.496 3.755 5.641
H 3.762 2.967 5.185
H 4.384 1.950 3.175
H 2.716 1.645 1.318
H 0.272 1.364 -4.112
H 1.790 2.050 -5.821
H 4.061 2.977 -5.191
H 4.581 3.278 -2.839
H 2.995 2.504 -1.044
H 0.216 4.423 -1.597
H -1.561 6.013 -2.357
H -3.691 5.127 -3.181
H -4.157 2.768 -3.149
H -2.427 1.162 -2.379
N -4.264 -5.119 1.010
C -3.883 -4.190 0.094
C -2.522 -3.799 0.029
N -2.169 -2.873 -0.846
C -3.107 -2.318 -1.673
C -4.426 -2.691 -1.545
N -4.800 -3.624 -0.699
H -3.598 -5.863 1.303
H -5.196 -5.506 0.886
H -1.728 -4.170 0.636
H -2.764 -1.536 -2.342
H -5.218 -2.238 -2.144
C 0.322 -1.684 -6.622
N -0.196 -1.889 -5.266
C 0.450 -1.757 -4.111
N 1.733 -1.302 -4.095
O -0.176 -2.076 -3.042
H -0.520 -1.775 -7.314
H 1.094 -2.392 -6.873
H 0.769 -0.688 -6.701
H -1.101 -2.315 -5.151
H 2.104 -0.965 -4.973
H 2.268 -1.261 -3.230

The value obtained for the total energy is -4970.5740 Ha. Its net charge is +3. For the energy relative to the best compared isomer or geometry (same formula, charge and spin), the calculation gives 0.134 eV. The LUMO energy (spin up / spin down) is -7.616 / -6.590 eV. As for the spin multiplicity: 5. Its expectation value of S² is 6.05. As for the HOMO energy (spin up / spin down): -14.90 / -14.90 eV.

Mulliken atomic charge list, values in e, 2 entries: 0.411, -1.264

***

Entry 5:
The following is a quantum chemistry calculation of 2 unconnected molecules or ions with the total composition C3H4P2, from the OMol25 dataset.

Positions of all 9 atoms, in Å:
C -0.397 1.195 0.106
C -1.459 -1.154 0.047
C -0.895 -0.029 0.213
P 3.698 0.873 -0.073
P 3.049 -0.909 -0.439
H -1.136 2.044 0.120
H 0.731 1.275 0.101
H -1.834 -1.696 0.870
H -1.757 -1.599 -0.945

The value obtained for the total energy is -799.3007 Ha. Its net charge is 0. For the energy relative to the best compared isomer or geometry (same formula, charge and spin), the calculation gives 1.146 eV. The LUMO energy is -0.726 eV. As for the HOMO energy: -9.74 eV.

Mulliken atomic charge list, values in e, 2 entries: -0.352, -0.605